[1]
{"formula": "C30H40N4O5", "method": "the ωB97M-V functional and the def2-TZVPD basis", "elements": ["C", "H", "O", "C", "C", "C", "C", "C", "C", "H", "H", "N", "C", "O", "C", "C", "C", "O", "N", "C", "H", "H", "C", "N", "C", "H", "C", "C", "C", "H", "H", "C", "H", "H", "H", "H", "H", "H", "H", "H", "H", "C", "C", "C", "C", "H", "C", "H", "O", "H", "H", "C", "O", "N", "H", "C", "C", "C", "C", "C", "C", "H", "H", "H", "H", "H", "H", "H", "H", "H", "H", "H", "H", "H", "H", "H", "H", "H", "H"], "xyz": [[6.436, 6.359, -1.158], [6.727, 5.466, -1.721], [5.062, 6.627, -1.285], [4.173, 5.698, -0.832], [2.823, 6.022, -0.974], [1.835, 5.161, -0.549], [2.179, 3.943, 0.033], [3.523, 3.616, 0.174], [4.515, 4.481, -0.253], [5.547, 4.193, -0.125], [3.799, 2.673, 0.624], [1.230, 3.022, 0.494], [-0.126, 3.103, 0.474], [-0.779, 4.017, 0.023], [-0.734, 1.857, 1.097], [-0.454, 0.585, 0.285], [0.351, -0.491, 0.988], [1.436, -0.337, 1.516], [-0.333, -1.649, 0.886], [0.041, -2.849, 1.596], [1.109, -2.773, 1.814], [-0.148, -3.713, 0.955], [-0.745, -2.983, 2.913], [-2.137, -3.293, 2.645], [-3.105, -2.520, 3.403], [-2.838, -1.463, 3.332], [-3.220, -2.968, 4.863], [-3.591, -4.449, 4.908], [-2.569, -5.262, 4.117], [-2.864, -6.312, 4.076], [-1.598, -5.206, 4.615], [-2.453, -4.709, 2.690], [-1.688, -5.255, 2.132], [-3.408, -4.844, 2.174], [-3.634, -4.800, 5.941], [-4.581, -4.585, 4.465], [-3.976, -2.370, 5.373], [-2.265, -2.813, 5.371], [-4.075, -2.651, 2.912], [-0.674, -2.030, 3.442], [-0.253, -3.748, 3.528], [-1.614, -1.551, 0.205], [-1.875, -0.053, 0.208], [-2.620, 0.754, -0.829], [-2.845, 1.920, -0.236], [-3.281, 2.818, -0.621], [-2.292, 1.784, 1.168], [-2.745, 2.398, 1.940], [-2.463, 0.398, 1.424], [-2.829, 0.421, -1.825], [-2.380, -2.086, 0.773], [-1.588, -2.095, -1.233], [-2.610, -2.360, -1.826], [-0.357, -2.216, -1.761], [0.447, -1.982, -1.199], [-0.107, -2.683, -3.110], [0.741, -3.955, -3.089], [0.997, -4.444, -4.512], [1.687, -3.360, -5.334], [0.844, -2.088, -5.352], [0.589, -1.595, -3.931], [-0.033, -0.698, -3.949], [1.540, -1.340, -3.455], [1.353, -1.310, -5.925], [-0.111, -2.293, -5.839], [1.846, -3.713, -6.354], [2.665, -3.141, -4.899], [1.614, -5.344, -4.487], [0.045, -4.702, -4.980], [0.226, -4.727, -2.514], [1.694, -3.744, -2.598], [-1.090, -2.899, -3.540], [-0.029, 0.801, -0.699], [-0.346, 1.744, 2.115], [1.625, 2.181, 0.901], [0.797, 5.423, -0.663], [2.570, 6.968, -1.425], [6.946, 7.227, -1.573], [6.728, 6.238, -0.109]], "atomic_forces_ev_per_a": [[0.173, -0.040, 0.017], [-0.009, 0.021, 0.034], [-0.263, 0.056, -0.027], [-0.198, -0.041, 0.019], [0.391, -0.031, 0.012], [-0.098, 0.005, 0.001], [0.269, 0.216, -0.121], [-0.310, 0.030, -0.011], [0.215, 0.236, -0.117], [0.095, 0.003, -0.003], [0.034, -0.102, 0.049], [0.262, -0.214, 0.122], [0.024, -0.596, 0.379], [-0.197, 0.310, -0.105], [-0.243, 0.038, 0.063], [-0.058, -0.238, 0.279], [-0.044, 0.554, -0.339], [0.306, 0.067, 0.265], [-0.270, -0.309, 0.018], [0.152, -0.068, 0.503], [-0.056, -0.081, -0.094], [0.069, -0.032, 0.023], [0.275, -0.094, -0.369], [-0.072, 0.057, 0.023], [0.018, 0.150, 0.298], [-0.063, -0.014, -0.050], [-0.211, -0.064, -0.241], [0.276, 0.034, 0.141], [-0.169, 0.092, -0.175], [0.068, -0.059, 0.011], [0.045, -0.055, 0.030], [0.089, -0.219, 0.098], [-0.064, -0.036, -0.068], [0.023, -0.103, -0.041], [-0.092, -0.023, -0.025], [-0.089, -0.024, 0.015], [0.028, 0.068, 0.062], [0.039, 0.057, 0.062], [-0.052, 0.082, 0.015], [0.033, -0.037, 0.052], [-0.011, 0.054, 0.076], [-0.523, 0.195, -0.135], [0.333, 0.026, -0.489], [-0.185, -0.096, 0.248], [-0.130, -0.168, 0.065], [-0.064, 0.194, -0.205], [0.174, 0.624, -0.078], [-0.003, -0.043, 0.013], [0.158, -0.400, 0.290], [-0.046, 0.003, -0.335], [0.112, 0.063, -0.250], [0.294, 0.077, 0.513], [-0.526, -0.013, -0.130], [0.419, -0.006, -0.143], [-0.137, -0.031, 0.083], [0.135, 0.027, -0.005], [-0.347, -0.052, -0.207], [0.321, 0.070, 0.128], [-0.280, -0.076, -0.164], [0.322, 0.069, 0.130], [-0.338, -0.136, -0.187], [0.017, 0.042, 0.083], [0.060, 0.054, 0.065], [-0.075, 0.016, -0.061], [-0.059, 0.027, -0.079], [0.094, 0.002, -0.012], [0.090, 0.002, -0.010], [-0.071, -0.060, -0.034], [-0.053, -0.077, -0.041], [0.021, 0.023, 0.090], [0.065, 0.006, 0.082], [0.119, 0.013, 0.013], [0.009, -0.103, 0.060], [0.024, 0.009, -0.109], [-0.174, 0.033, -0.008], [-0.031, 0.015, -0.009], [-0.046, 0.119, -0.057], [0.016, -0.085, 0.040], [-0.009, -0.013, -0.036]], "smiles": "COc1ccc(NC(=O)[C@@H]2[C@H]3C(=O)N(CCN4CCCCC4)[C@H](C(=O)NC4CCCCC4)[C@]34C=C[C@H]2O4)cc1", "e_lumo_ev": 0.600, "largest_force_ev_per_a": 0.7, "spin_multiplicity": 1}

[2]
{"formula": "C30H40N4O5S", "method": "the ωB97M-V functional and the def2-TZVPD basis", "elements": ["C", "H", "H", "H", "S", "C", "C", "C", "C", "C", "C", "H", "N", "C", "O", "C", "C", "C", "O", "N", "C", "C", "H", "H", "C", "N", "C", "H", "C", "H", "O", "C", "H", "C", "H", "H", "H", "H", "H", "H", "H", "H", "H", "C", "C", "C", "C", "H", "C", "H", "O", "H", "H", "C", "O", "N", "H", "C", "C", "C", "C", "C", "C", "H", "H", "H", "H", "H", "H", "H", "H", "H", "H", "H", "H", "H", "H", "H", "H", "H"], "xyz": [[-7.476, -1.152, -2.126], [-8.092, -2.029, -2.297], [-6.456, -1.351, -2.444], [-7.515, -0.872, -1.078], [-8.203, 0.160, -3.149], [-7.178, 1.566, -2.839], [-7.523, 2.743, -3.502], [-6.769, 3.882, -3.310], [-5.671, 3.878, -2.464], [-5.330, 2.705, -1.803], [-6.084, 1.548, -1.992], [-5.793, 0.651, -1.467], [-4.243, 2.611, -0.930], [-3.336, 3.560, -0.574], [-3.311, 4.706, -0.958], [-2.334, 2.966, 0.403], [-1.531, 1.805, -0.196], [-1.742, 0.447, 0.435], [-2.812, -0.113, 0.577], [-0.537, -0.031, 0.808], [-0.357, -1.300, 1.466], [0.060, -1.134, 2.938], [-0.751, -1.456, 3.591], [0.231, -0.077, 3.144], [1.304, -1.949, 3.297], [2.495, -1.498, 2.578], [3.515, -2.533, 2.438], [3.050, -3.453, 2.079], [4.278, -2.802, 3.740], [5.088, -3.514, 3.571], [4.885, -1.620, 4.214], [3.921, -0.614, 4.435], [4.473, 0.272, 4.753], [3.120, -0.310, 3.162], [2.356, 0.435, 3.386], [3.803, 0.102, 2.411], [3.245, -0.919, 5.249], [3.597, -3.211, 4.503], [4.236, -2.183, 1.692], [1.124, -2.991, 3.020], [1.438, -1.915, 4.387], [0.395, -1.881, 0.925], [-1.318, -1.814, 1.391], [0.592, 0.839, 0.496], [-0.083, 2.173, 0.241], [0.343, 3.270, -0.706], [-0.370, 4.324, -0.325], [-0.448, 5.298, -0.761], [-1.161, 3.875, 0.886], [-1.437, 4.635, 1.610], [-0.306, 2.891, 1.452], [0.991, 3.127, -1.546], [1.272, 0.906, 1.349], [1.323, 0.279, -0.736], [1.039, 0.606, -1.868], [2.261, -0.629, -0.419], [2.407, -0.889, 0.552], [3.036, -1.322, -1.432], [2.768, -2.826, -1.388], [3.578, -3.539, -2.467], [5.067, -3.257, -2.291], [5.333, -1.756, -2.337], [4.528, -1.037, -1.259], [4.701, 0.039, -1.313], [4.852, -1.382, -0.273], [6.397, -1.560, -2.195], [5.048, -1.368, -3.317], [5.634, -3.758, -3.078], [5.402, -3.657, -1.331], [3.392, -4.613, -2.418], [3.256, -3.187, -3.449], [1.702, -3.010, -1.536], [3.047, -3.214, -0.405], [2.699, -0.920, -2.393], [-1.626, 1.729, -1.281], [-2.876, 2.625, 1.293], [-4.112, 1.692, -0.518], [-5.084, 4.768, -2.315], [-7.037, 4.792, -3.825], [-8.378, 2.745, -4.160]], "atomic_forces_ev_per_a": [[-0.092, 0.558, -0.267], [-0.021, -0.052, 0.001], [0.074, -0.095, 0.066], [0.052, -0.085, 0.094], [-0.009, -0.170, 0.050], [-0.035, -0.272, 0.068], [-0.043, -0.055, -0.017], [-0.074, -0.174, 0.001], [0.176, 0.144, 0.085], [-0.212, 0.211, -0.229], [-0.001, 0.079, -0.028], [0.004, -0.126, 0.046], [-0.174, -0.361, 0.001], [0.273, -0.411, 0.471], [0.008, 0.347, -0.098], [0.127, 0.151, 0.157], [0.118, -0.176, 0.243], [-0.101, 0.511, -0.306], [-0.417, -0.175, 0.067], [0.315, -0.166, 0.068], [-0.132, -0.144, 0.202], [0.205, -0.237, -0.081], [-0.038, 0.085, 0.037], [-0.025, 0.050, 0.069], [-0.262, 0.176, 0.085], [-0.063, -0.030, -0.065], [0.247, -0.102, 0.256], [0.025, 0.014, -0.056], [-0.133, -0.133, -0.267], [-0.104, -0.040, 0.010], [0.102, 0.040, -0.047], [-0.222, 0.187, -0.106], [-0.111, -0.002, 0.021], [0.221, 0.001, 0.262], [0.002, 0.072, -0.044], [-0.025, 0.089, 0.042], [0.074, 0.046, -0.034], [0.068, 0.002, -0.031], [0.017, -0.110, -0.010], [0.038, -0.019, 0.062], [0.020, -0.124, -0.056], [-0.077, -0.015, 0.011], [0.139, 0.000, -0.024], [0.001, 0.177, -0.184], [-0.084, -0.151, -0.513], [0.147, 0.062, 0.232], [0.193, -0.015, 0.193], [-0.015, 0.192, -0.232], [-0.443, 0.380, -0.237], [0.023, -0.034, 0.013], [0.005, -0.431, 0.282], [0.091, 0.043, -0.283], [-0.001, -0.019, 0.005], [0.115, 0.054, 0.723], [-0.297, 0.239, -0.469], [0.328, -0.143, -0.114], [-0.129, 0.048, 0.155], [0.065, -0.073, 0.072], [-0.065, 0.160, -0.386], [0.115, -0.141, 0.310], [-0.081, 0.102, -0.320], [0.118, -0.135, 0.306], [-0.129, 0.080, -0.376], [-0.019, 0.031, 0.088], [0.024, 0.017, 0.100], [0.012, 0.053, -0.082], [0.033, 0.047, -0.083], [0.060, -0.063, 0.047], [0.057, -0.057, 0.052], [-0.046, -0.007, -0.088], [-0.043, -0.028, -0.086], [-0.043, 0.012, 0.091], [-0.012, -0.035, 0.120], [0.066, -0.078, 0.096], [0.040, -0.076, 0.080], [0.006, 0.003, -0.115], [0.074, 0.124, 0.029], [0.024, 0.028, 0.008], [-0.017, 0.091, -0.044], [-0.104, 0.056, -0.099]], "e_above_lowest_kj_mol": 5.13, "smiles": "CSc1cccc(NC(=O)[C@@H]2[C@@H]3C=C[C@]4(O3)[C@H](C(=O)NC3CCCCC3)N(CCCN3CCOCC3)C(=O)[C@@H]24)c1", "e_lumo_ev": 0.480, "largest_force_ev_per_a": 0.7, "spin_multiplicity": 1}

[3]
{"formula": "C30H41BrF18O15", "method": "the ωB97M-V functional and the def2-TZVPD basis", "elements": ["C", "C", "C", "O", "C", "O", "C", "Br", "O", "C", "H", "H", "H", "H", "H", "H", "H", "H", "H", "H", "H", "C", "C", "O", "C", "O", "C", "F", "F", "F", "H", "H", "H", "H", "H", "C", "C", "O", "C", "O", "C", "F", "F", "F", "H", "H", "H", "H", "H", "C", "C", "O", "C", "O", "C", "F", "F", "F", "H", "H", "H", "H", "H", "C", "C", "O", "C", "O", "C", "F", "F", "F", "H", "H", "H", "H", "H", "C", "C", "O", "C", "O", "C", "F", "F", "F", "H", "H", "H", "H", "H", "C", "C", "O", "C", "O", "C", "F", "F", "F", "H", "H", "H", "H", "H"], "xyz": [[4.784, -4.348, -0.119], [5.398, -3.204, 0.607], [4.566, -1.866, 1.152], [4.038, -2.236, 2.506], [3.359, -1.408, 0.142], [2.174, -0.821, 0.848], [1.812, 0.404, 0.071], [-0.036, 1.087, 0.461], [5.601, -0.829, 1.382], [5.005, 0.487, 1.659], [5.403, -4.781, -1.043], [3.724, -4.818, 0.095], [6.579, -3.239, 0.764], [3.154, -2.737, 2.397], [2.907, -2.316, -0.488], [3.828, -0.679, -0.650], [2.548, 1.311, 0.291], [1.890, 0.210, -1.104], [3.984, 0.459, 2.231], [5.769, 1.074, 2.359], [4.968, 1.068, 0.631], [-2.294, 4.149, 0.731], [-2.469, 4.188, -0.776], [-2.460, 5.544, -1.248], [-1.225, 6.105, -1.451], [-0.166, 5.517, -1.249], [-1.363, 7.525, -1.999], [-2.319, 8.250, -1.350], [-1.709, 7.535, -3.318], [-0.211, 8.248, -1.902], [-3.050, 4.771, 1.222], [-2.380, 3.125, 1.104], [-1.317, 4.545, 1.024], [-3.444, 3.766, -1.042], [-1.708, 3.588, -1.287], [-0.682, -2.143, -0.989], [-0.456, -2.250, -2.486], [-1.286, -3.279, -3.048], [-2.576, -2.920, -3.342], [-3.035, -1.798, -3.149], [-3.328, -4.090, -3.976], [-3.101, -5.273, -3.336], [-2.967, -4.287, -5.277], [-4.680, -3.916, -3.979], [-0.532, -3.115, -0.507], [0.004, -1.417, -0.545], [-1.708, -1.833, -0.767], [0.582, -2.539, -2.680], [-0.623, -1.291, -2.990], [3.841, -11.357, 0.738], [4.000, -10.317, 1.831], [4.045, -8.998, 1.267], [2.833, -8.417, 0.992], [1.752, -8.961, 1.198], [3.026, -7.003, 0.446], [4.021, -6.928, -0.485], [3.357, -6.115, 1.427], [1.909, -6.507, -0.156], [4.629, -11.248, -0.015], [3.887, -12.367, 1.155], [2.886, -11.240, 0.218], [4.952, -10.473, 2.350], [3.207, -10.397, 2.584], [-1.411, -8.555, -0.421], [-1.416, -9.000, 1.030], [-2.753, -8.998, 1.552], [-3.507, -10.112, 1.284], [-3.102, -11.073, 0.637], [-4.884, -9.999, 1.938], [-5.446, -8.766, 1.776], [-4.833, -10.218, 3.283], [-5.785, -10.892, 1.441], [-1.903, -7.582, -0.527], [-0.388, -8.478, -0.799], [-1.962, -9.260, -1.051], [-0.839, -8.291, 1.632], [-0.947, -9.983, 1.153], [-8.323, 8.220, 2.198], [-7.487, 7.176, 1.483], [-6.173, 7.104, 2.058], [-6.047, 6.328, 3.182], [-6.979, 5.718, 3.700], [-4.595, 6.301, 3.656], [-4.009, 7.533, 3.634], [-3.816, 5.497, 2.877], [-4.459, 5.841, 4.932], [-7.812, 9.188, 2.200], [-9.297, 8.335, 1.714], [-8.487, 7.944, 3.245], [-7.360, 7.464, 0.435], [-7.974, 6.194, 1.490], [1.847, 10.101, -1.932], [2.880, 10.337, -3.018], [3.776, 11.393, -2.638], [4.820, 11.034, -1.825], [5.011, 9.890, -1.421], [5.718, 12.237, -1.541], [5.011, 13.367, -1.248], [6.509, 12.550, -2.608], [6.561, 12.037, -0.489], [1.322, 11.031, -1.690], [1.114, 9.354, -2.251], [2.319, 9.752, -1.008], [2.378, 10.662, -3.936], [3.430, 9.421, -3.259]], "atomic_forces_ev_per_a": [[1.656, 3.114, 0.917], [-1.281, -1.999, -2.298], [0.800, -1.727, 1.456], [-1.372, -0.083, -2.064], [-0.011, -0.808, -1.029], [1.032, 1.997, -2.345], [1.543, 0.308, -0.850], [1.421, -0.591, -0.054], [-3.093, -0.842, -0.110], [0.832, 1.301, 0.289], [-1.077, 0.304, 2.873], [2.356, 2.497, -1.200], [-2.753, 0.729, -0.916], [2.052, 1.281, 0.045], [1.333, 1.675, 1.549], [-0.888, -1.225, 1.659], [-1.625, -2.049, -0.153], [-0.515, 0.206, 2.592], [1.880, -0.226, -1.304], [-1.592, -1.400, -1.585], [-0.251, -1.002, 2.132], [0.103, 0.364, 0.109], [0.012, -0.876, 0.401], [1.488, 1.374, -0.706], [0.602, -3.146, 1.061], [-2.220, 1.905, -0.668], [-0.469, 2.308, -0.724], [0.823, -0.971, -0.347], [0.328, -0.463, 1.084], [-1.493, -1.645, 0.237], [0.224, -0.379, -0.426], [-0.016, 0.102, -0.082], [-0.059, -0.172, -0.090], [0.110, 0.399, -0.118], [-0.010, 0.334, 0.048], [-0.249, -0.133, 0.086], [0.422, 0.530, 0.484], [-1.822, -0.047, -0.841], [1.318, 2.769, 1.177], [0.617, -2.861, -0.664], [-1.523, -2.005, -0.934], [0.074, 1.226, -0.270], [0.023, 0.544, 1.099], [1.497, 0.303, 0.219], [0.124, 0.099, -0.106], [-0.159, -0.260, -0.119], [0.187, 0.095, -0.070], [-0.305, -0.251, -0.159], [-0.216, -0.253, 0.042], [-0.171, 0.099, -0.334], [0.018, -0.897, 0.280], [-1.541, 1.549, -0.476], [-0.537, -2.996, 1.330], [2.215, 1.756, -0.710], [0.279, 1.960, -1.133], [-0.944, -0.888, 0.851], [-0.575, -1.535, 0.008], [0.804, -0.892, 0.731], [-0.007, -0.053, 0.205], [0.008, 0.160, -0.010], [0.071, -0.062, 0.176], [-0.105, 0.385, -0.193], [0.034, 0.210, -0.277], [-0.290, -0.061, -0.228], [0.830, 0.093, -0.360], [-1.576, -1.421, 0.114], [2.929, -0.584, -1.388], [-1.473, 2.024, 1.602], [-2.484, 0.159, 0.886], [0.837, -0.951, -0.076], [0.438, 0.102, -1.115], [1.312, 0.720, 0.214], [0.160, -0.059, 0.084], [-0.112, -0.013, 0.133], [0.152, 0.014, 0.105], [-0.396, -0.136, 0.054], [-0.313, 0.130, -0.024], [0.070, 0.088, 0.370], [-0.796, 0.141, -0.317], [0.871, -1.104, 1.467], [-3.218, -0.312, -0.811], [2.614, 1.283, -0.852], [2.322, 0.197, 1.263], [-0.883, -0.958, -0.154], [-1.113, 0.630, 0.626], [-0.658, 0.384, -1.376], [-0.081, -0.126, -0.149], [0.146, -0.045, 0.023], [-0.050, -0.059, -0.189], [0.340, -0.066, 0.261], [0.242, 0.135, 0.211], [0.133, 0.044, 0.172], [-0.638, -0.565, -0.064], [1.873, 0.110, 0.959], [-1.649, -2.813, -0.551], [0.014, 2.911, -0.683], [1.509, 2.029, 0.747], [0.252, -1.200, -0.304], [-0.830, -0.624, 0.613], [-1.052, -0.284, -1.047], [0.019, -0.088, -0.163], [0.783, 0.690, -0.049], [-0.020, -0.063, -0.175], [0.303, 0.243, 0.184], [0.081, 0.260, 0.214]], "smiles": "C=C[C@](O)(COCBr)OC.CCOC(=O)C(F)(F)F.CCOC(=O)C(F)(F)F.CCOC(=O)C(F)(F)F.CCOC(=O)C(F)(F)F.CCOC(=O)C(F)(F)F.CCOC(=O)C(F)(F)F", "e_lumo_ev": 0.039, "largest_force_ev_per_a": 3.6, "spin_multiplicity": 1}